Molecular formula: C20H24N2O3S
Method: DFT, ωB97M-V/def2-TZVPD

Summary:
SMILES string ... CC(C)CCNC(=O)c1cccc(S(=O)(=O)N2CCc3ccccc32)c1
Frontier orbital gap ... 9.11 eV
ΔE to the lowest compared entry with this formula, charge and spin ... 32.1 kcal per mole

```
50
Properties=species:S:1:pos:R:3:nbo_charge:R:1
C 3.30 1.64 -4.84 -0.610
H 2.83 2.59 -5.09 0.214
H 3.95 1.80 -3.97 0.200
H 3.92 1.33 -5.68 0.204
C 2.24 0.58 -4.55 -0.217
C 1.28 0.49 -5.74 -0.597
H 0.50 -0.25 -5.54 0.207
H 0.80 1.45 -5.92 0.209
H 1.81 0.19 -6.64 0.202
C 2.85 -0.80 -4.29 -0.398
C 3.76 -0.87 -3.06 -0.228
N 3.07 -0.52 -1.84 -0.610
C 2.65 -1.44 -0.95 0.662
O 2.92 -2.63 -1.03 -0.619
C 1.85 -0.89 0.19 -0.147
C 0.96 0.16 0.03 -0.146
C 0.23 0.61 1.11 -0.363
C 0.37 0.06 2.36 -0.169
C 1.25 -1.00 2.53 -0.210
C 1.98 -1.48 1.45 -0.143
H 2.65 -2.31 1.56 0.238
H 1.37 -1.46 3.50 0.225
H -0.20 0.45 3.19 0.245
S -1.03 1.86 0.82 2.328
O -0.81 2.43 -0.48 -0.938
O -1.12 2.73 1.95 -0.925
N -2.44 0.96 0.73 -0.652
C -2.75 0.21 1.88 0.104
C -2.97 0.70 3.15 -0.227
C -3.26 -0.22 4.16 -0.205
C -3.32 -1.58 3.89 -0.214
C -3.09 -2.06 2.61 -0.223
C -2.81 -1.16 1.60 0.032
C -2.50 -1.38 0.15 -0.459
H -1.51 -1.84 0.04 0.224
H -3.23 -2.03 -0.34 0.228
C -2.54 0.05 -0.41 -0.219
H -3.50 0.25 -0.90 0.210
H -1.74 0.28 -1.12 0.227
H -3.13 -3.12 2.40 0.216
H -3.54 -2.27 4.69 0.215
H -3.44 0.14 5.16 0.217
H -2.90 1.76 3.35 0.246
H 0.79 0.63 -0.93 0.233
H 2.82 0.45 -1.71 0.398
H 4.12 -1.89 -2.93 0.239
H 4.63 -0.21 -3.17 0.194
H 2.05 -1.52 -4.16 0.209
H 3.44 -1.10 -5.16 0.205
H 1.66 0.89 -3.68 0.186
```

=====

Molecular formula: C20H24N2O5S
Method: DFT, ωB97M-V/def2-TZVPD

Summary:
SMILES string ... COCCCNC(=O)c1ccc(S(=O)(=O)c2ccc(C)cc2)c(NC(C)=O)c1
Frontier orbital gap ... 8.91 eV
ΔE to the lowest compared entry with this formula, charge and spin ... 24.6 kcal per mole

```
52
Properties=species:S:1:pos:R:3:nbo_charge:R:1
C -2.01 -2.89 -0.37 -0.246
H -1.05 -2.45 -0.65 0.193
O -3.01 -2.07 -0.92 -0.557
C -4.32 -2.50 -0.60 -0.070
C -5.32 -1.46 -1.10 -0.426
C -5.38 -0.25 -0.17 -0.224
N -4.07 0.32 0.05 -0.598
C -3.37 0.06 1.17 0.668
O -3.87 -0.44 2.16 -0.628
C -1.93 0.44 1.13 -0.082
C -1.42 1.37 0.23 -0.257
C -0.05 1.64 0.18 0.267
C 0.79 0.96 1.06 -0.393
C 0.28 0.06 1.98 -0.169
C -1.07 -0.20 2.02 -0.197
H -1.49 -0.89 2.73 0.244
H 0.97 -0.42 2.66 0.240
S 2.58 1.07 1.03 2.188
O 3.10 1.04 2.37 -0.924
O 3.00 2.18 0.19 -0.958
C 3.03 -0.46 0.21 -0.354
C 2.46 -0.76 -1.01 -0.128
C 2.79 -1.95 -1.64 -0.222
C 3.69 -2.84 -1.06 0.013
C 4.25 -2.51 0.17 -0.214
C 3.93 -1.33 0.80 -0.166
H 4.35 -1.06 1.76 0.244
H 4.95 -3.20 0.63 0.218
C 4.03 -4.13 -1.73 -0.632
H 5.08 -4.37 -1.60 0.223
H 3.80 -4.09 -2.79 0.219
H 3.44 -4.94 -1.29 0.227
H 2.34 -2.19 -2.60 0.216
H 1.76 -0.07 -1.46 0.218
N 0.50 2.55 -0.72 -0.656
C -0.12 3.21 -1.74 0.693
O -1.28 3.07 -2.06 -0.607
C 0.84 4.14 -2.46 -0.712
H 0.33 4.60 -3.30 0.240
H 1.71 3.59 -2.81 0.231
H 1.18 4.91 -1.77 0.236
H 1.50 2.70 -0.58 0.443
H -2.06 1.92 -0.44 0.259
H -3.56 0.56 -0.79 0.402
H -6.04 0.51 -0.59 0.199
H -5.76 -0.54 0.81 0.231
H -6.31 -1.91 -1.17 0.217
H -5.01 -1.15 -2.10 0.208
H -4.50 -3.47 -1.09 0.169
H -4.42 -2.64 0.48 0.179
H -2.07 -3.91 -0.77 0.165
H -2.08 -2.92 0.72 0.171
```

=====

Molecular formula: C20H24N2O6
Method: DFT, ωB97M-V/def2-TZVPD

Summary:
SMILES string ... CC(C)[C@H](NC(=O)OCc1ccccc1)C(=O)OCC(=O)NCc1ccco1
Frontier orbital gap ... 9.15 eV
ΔE to the lowest compared entry with this formula, charge and spin ... 10.1 kcal per mole

```
52
Properties=species:S:1:pos:R:3:nbo_charge:R:1
C -2.38 -3.83 1.05 -0.618
H -1.33 -4.11 1.13 0.197
H -2.98 -4.72 1.24 0.217
H -2.60 -3.09 1.81 0.231
C -2.72 -3.28 -0.34 -0.207
C -4.23 -3.15 -0.51 -0.605
H -4.65 -2.53 0.28 0.208
H -4.48 -2.70 -1.47 0.215
H -4.70 -4.13 -0.46 0.217
H -2.34 -3.98 -1.10 0.210
C -2.05 -1.92 -0.61 -0.142
N -0.61 -2.00 -0.51 -0.612
C 0.11 -0.85 -0.56 0.917
O -0.36 0.21 -0.90 -0.690
O 1.39 -1.06 -0.25 -0.508
C 2.22 0.10 -0.31 -0.112
C 3.66 -0.27 -0.11 0.040
C 4.66 0.45 -0.74 -0.237
C 5.99 0.13 -0.53 -0.203
C 6.33 -0.91 0.31 -0.215
C 5.34 -1.64 0.94 -0.200
C 4.00 -1.32 0.74 -0.234
H 3.23 -1.88 1.24 0.220
H 5.60 -2.45 1.60 0.213
H 7.37 -1.16 0.47 0.214
H 6.76 0.70 -1.03 0.214
H 4.39 1.26 -1.40 0.210
H 2.08 0.60 -1.28 0.203
H 1.90 0.81 0.47 0.212
H -0.19 -2.79 -0.05 0.411
C -2.55 -0.84 0.35 0.813
O -2.18 -0.73 1.49 -0.604
O -3.43 -0.04 -0.25 -0.508
C -3.97 1.04 0.50 -0.177
H -5.05 1.06 0.32 0.218
H -3.78 0.88 1.57 0.234
C -3.39 2.41 0.13 0.655
O -4.00 3.42 0.43 -0.633
N -2.23 2.39 -0.53 -0.615
H -1.73 1.52 -0.70 0.440
C -1.50 3.61 -0.84 -0.270
C -0.14 3.58 -0.24 0.276
C 1.10 3.59 -0.82 -0.309
C 2.03 3.52 0.25 -0.328
C 1.29 3.47 1.38 0.086
O -0.02 3.50 1.10 -0.392
H 1.57 3.41 2.42 0.205
H 3.10 3.51 0.17 0.228
H 1.32 3.65 -1.87 0.225
H -2.10 4.43 -0.43 0.252
H -1.42 3.72 -1.92 0.211
H -2.31 -1.59 -1.63 0.227
```

=====

Molecular formula: C20H24N4O4S2
Method: DFT, ωB97M-V/def2-TZVPD

Summary:
SMILES string ... CNC(=O)[C@H](Cc1ccccc1)NC(C)=O.CS(=O)(=O)c1ccc2nc(N)sc2c1
Frontier orbital gap ... 8.92 eV
ΔE to the lowest compared entry with this formula, charge and spin ... 24.7 kcal per mole

```
54
Properties=species:S:1:pos:R:3:nbo_charge:R:1
O -4.27 3.78 -2.22 -0.628
O -2.62 -1.52 -1.74 -0.626
O 5.73 -2.01 3.68 -0.932
O 5.12 -2.74 1.45 -0.938
N 0.80 2.21 2.21 -0.525
S -0.40 0.19 3.40 0.361
C -3.40 2.97 -2.47 0.665
C -2.87 -0.44 -2.26 0.653
C -0.33 1.81 2.72 0.264
C 2.22 -1.63 -0.68 -0.214
C 2.21 -0.32 -1.19 -0.226
C 1.06 -2.17 -0.11 -0.217
C 3.03 1.27 1.88 -0.217
C 1.03 0.45 -1.12 -0.179
C -0.12 -1.41 -0.04 -0.189
C 3.90 0.18 2.03 -0.178
C 2.12 -1.07 3.11 -0.195
C 1.72 1.18 2.33 0.216
C 1.27 0.02 2.94 -0.244
C -0.14 -0.09 -0.55 -0.044
C 3.45 -1.00 2.65 -0.307
N -1.33 2.73 2.68 -0.803
N -3.81 -0.33 -3.21 -0.604
N -3.17 1.96 -1.64 -0.613
C -2.59 3.11 -3.75 -0.717
C -4.54 -1.47 -3.77 -0.411
C -1.40 0.74 -0.47 -0.422
C 3.72 -3.77 3.49 -0.868
C -2.19 0.86 -1.78 -0.118
S 4.62 -2.38 2.79 2.116
H 3.13 -2.21 -0.72 0.230
H 3.10 0.10 -1.62 0.214
H 1.07 -3.18 0.27 0.209
H 3.37 2.19 1.40 0.231
H 1.03 1.46 -1.50 0.199
H -1.01 -1.83 0.39 0.223
H 4.92 0.25 1.67 0.243
H 1.72 -1.96 3.60 0.223
H -2.04 2.65 3.40 0.392
H -0.99 3.66 2.45 0.415
H -4.03 0.59 -3.55 0.396
H -3.74 1.95 -0.81 0.410
H -1.54 3.27 -3.49 0.230
H -2.69 2.22 -4.36 0.215
H -2.95 3.97 -4.30 0.251
H -5.26 -1.12 -4.51 0.208
H -3.84 -2.16 -4.24 0.210
H -5.07 -1.99 -2.97 0.211
H -1.11 1.74 -0.15 0.229
H -2.06 0.34 0.31 0.218
H 2.88 -4.03 2.84 0.244
H 4.40 -4.62 3.57 0.270
H 3.36 -3.51 4.49 0.244
H -1.47 1.12 -2.55 0.226
```

=====

Molecular formula: C20H24N4O7PRuSTe
Method: DFT, ωB97M-V/def2-TZVPD

Summary:
⟨S²⟩ ... 0.754
Multiplicity ... 2
Frontier orbital gap (spin up / spin down) ... 7.35 / 6.91 eV
ΔE to the lowest compared entry with this formula, charge and spin ... 0.0 kcal per mole

```
59
Properties=species:S:1:pos:R:3:lowdin_spin:R:1
Ru -1.31 0.10 -0.80 0.838
O -2.02 1.80 3.11 -0.001
S -1.24 0.81 2.42 0.009
O -1.66 -0.56 2.46 -0.001
N -0.98 1.21 0.85 0.047
C -0.54 2.51 0.59 -0.001
C -0.39 3.56 1.48 0.012
C 0.16 4.78 1.06 0.000
C 0.59 5.00 -0.22 0.011
C 0.46 3.96 -1.16 0.000
C 0.94 4.04 -2.49 0.000
C 0.83 2.96 -3.31 -0.002
C 0.18 1.80 -2.84 0.000
N -0.33 1.73 -1.64 -0.005
C -0.15 2.75 -0.76 0.003
C 0.41 0.88 3.10 0.004
C 1.43 0.20 2.45 0.001
C 2.70 0.21 3.00 0.000
C 2.94 0.88 4.19 0.001
C 1.91 1.55 4.84 0.000
C 0.63 1.55 4.29 0.001
H -0.71 3.46 2.50 0.001
H 0.25 5.57 1.80 0.000
H 1.04 5.94 -0.51 0.001
H 1.41 4.95 -2.82 0.000
H 1.22 2.97 -4.32 0.000
H 0.10 0.93 -3.47 0.000
H 1.23 -0.31 1.51 0.000
H 3.51 -0.31 2.50 0.000
H 3.93 0.88 4.62 0.000
H 2.10 2.08 5.76 0.000
H -0.19 2.07 4.77 0.000
N -2.04 -0.37 -2.76 0.008
N -3.45 -0.51 -2.64 0.003
C -4.01 0.46 -1.73 0.002
O -5.18 0.75 -1.83 0.000
O -3.15 0.90 -0.88 0.023
H -1.81 0.39 -3.39 0.000
H -1.64 -1.24 -3.11 0.004
H -3.94 -0.50 -3.53 0.000
C -0.94 -4.22 -3.70 0.000
C 0.05 -4.20 -2.56 0.000
O 0.38 -2.83 -2.25 0.000
P 0.17 -2.31 -0.75 0.000
O 0.53 -0.82 -0.83 0.050
Te -2.07 -2.44 -0.01 -0.009
O 1.29 -3.03 0.11 0.001
C 1.04 -4.06 1.10 0.000
C 1.84 -3.73 2.33 0.000
H -1.15 -5.25 -4.01 0.000
H -0.53 -3.68 -4.56 0.000
H -1.88 -3.76 -3.39 0.000
H 0.98 -4.71 -2.81 0.000
H -0.38 -4.69 -1.68 0.000
H 1.34 -5.01 0.66 0.000
H -0.03 -4.09 1.32 0.000
H 2.91 -3.67 2.10 0.000
H 1.69 -4.51 3.09 0.000
H 1.52 -2.78 2.75 0.000
```

=====

Question: What is the ΔE to the lowest compared entry with this formula, charge and spin in the fifth record?
Answer: 0.0 kcal per mole